[1]
{"formula": "C2H5OS", "method": "ωB97M-V/def2-TZVPD", "symbols": ["S", "H", "O", "C", "C", "H", "H", "H", "H"], "positions_angstrom": [[-0.31226, -1.83482, 1.65397], [-0.33543, -1.33348, 2.92167], [1.16715, 0.18733, -2.16985], [0.42783, -0.07409, -1.22226], [-0.21309, 0.88975, -0.26879], [0.47309, -1.10491, -0.82395], [-0.13636, 1.87806, -0.63554], [-1.31756, 0.71041, -0.17664], [0.24662, 0.68174, 0.72140]], "forces_ev_per_a": [[-0.023, -0.008, 0.650], [0.004, -0.197, -0.444], [-1.352, 0.345, 0.582], [2.094, -0.477, 0.296], [-1.240, -0.805, -0.199], [-0.642, -0.013, -0.244], [0.559, 1.273, -0.239], [1.027, -0.315, 0.158], [-0.426, 0.197, -0.560]], "de_lowest_kcal_mol": 6.3, "homo_energy_ev": -2.79, "lumo_energy_ev": 4.1, "total_charge": -1}


[2]
{"formula": "C2H5OS", "method": "ωB97M-V/def2-TZVPD", "symbols": ["S", "H", "O", "C", "C", "H", "H", "H", "H"], "positions_angstrom": [[0.88472, -0.36546, -2.26674], [1.52863, -1.03929, -3.22508], [-0.80621, 1.85087, 1.34560], [-0.22261, 1.02888, 0.63429], [-0.46898, -0.42902, 0.82473], [0.62741, 1.18711, 0.07500], [-1.44632, -0.56293, 1.22406], [0.32668, -0.69143, 1.50812], [-0.42334, -0.97873, -0.11998]], "forces_ev_per_a": [[0.032, 0.075, -0.134], [0.075, -0.083, -0.105], [1.130, -0.815, -1.913], [-2.794, 0.054, 3.810], [-0.320, 0.325, -1.094], [2.011, 1.470, -1.762], [-0.604, -0.269, 0.710], [0.133, -0.661, 0.200], [0.337, -0.096, 0.287]], "de_lowest_kcal_mol": 8.9, "homo_energy_ev": [-9.88, -9.85], "lumo_energy_ev": [0.7, -2.9], "s2": 0.753, "total_charge": 0, "multiplicity": 2}


[3]
{"formula": "C2H5OSr", "method": "ωB97M-V/def2-TZVPD", "symbols": ["C", "C", "H", "H", "H", "H", "Sr", "O", "H"], "positions_angstrom": [[0.69307, -1.14280, -0.91507], [0.85773, -0.67111, -2.37751], [1.50554, -1.89974, -1.01044], [0.46179, -1.94095, -0.16991], [1.58415, -1.30943, -2.90834], [1.35423, 0.30713, -2.47118], [-1.51495, 0.40164, 0.77703], [0.63880, 0.29845, 0.07950], [-0.04546, -0.77382, -2.99661]], "forces_ev_per_a": [[1.847, 2.559, 2.197], [-1.108, -1.234, -1.023], [2.321, 1.656, 1.079], [-3.112, 0.399, -0.999], [-0.259, -0.131, 0.318], [-0.788, -0.127, 0.702], [0.883, -0.094, -0.303], [0.165, -3.753, -2.111], [0.050, 0.724, 0.139]], "homo_energy_ev": [-5.06, -8.38], "lumo_energy_ev": [0.2, -0.1], "s2": 0.750, "total_charge": 0, "multiplicity": 2}


[4]
{"formula": "C2H5P", "method": "ωB97M-V/def2-TZVPD", "symbols": ["C", "C", "P", "H", "H", "H", "H", "H"], "positions_angstrom": [[-1.18154, -0.62074, -0.30880], [1.89171, 1.05572, 0.74866], [2.81503, 1.00284, -0.48523], [-1.02445, -0.03518, -1.21399], [-0.36686, -0.30312, 0.41229], [-2.14065, -0.33858, 0.10901], [-1.04940, -1.67325, -0.54333], [1.05615, 0.91229, 1.28139]], "forces_ev_per_a": [[1.435, 0.897, 0.619], [2.727, -0.038, -3.304], [-0.187, 0.244, 0.965], [-0.009, -0.044, -0.055], [-1.054, -0.540, -0.831], [-0.183, -0.372, 0.057], [-0.319, -0.035, 0.160], [-2.412, -0.112, 2.389]], "de_lowest_kcal_mol": 25.4, "homo_energy_ev": -10.22, "lumo_energy_ev": 0.3, "total_charge": 0}


Q: What is the formula in the third record?
A: C2H5OSr